(1)
DFT (ωB97M-V/def2-TZVPD) results for C25H18BrClHfN6O7S2 as an isolated structure.

The geometry in ORCA input format:
```
! RIJCOSX wB97M-V def2-TZVPD def2/J DEFGRID3
* xyz 2 1
Hf -0.7597 0.7786 -0.4307
O 1.3885 5.8235 2.9286
C 0.9593 4.7105 2.3571
C -0.3314 4.2029 2.4790
C -0.6244 3.0363 1.8179
N 0.2488 2.3498 1.0481
C 1.5017 2.8461 0.9619
Br -0.4562 2.6020 -2.1217
C 1.8980 3.9989 1.5992
H 0.6954 6.2674 3.4343
H -1.0957 4.6913 3.0669
H -1.6160 2.6127 1.8856
H 2.9052 4.3779 1.5845
O -5.7193 -2.1906 0.5776
C -5.1039 -2.6075 -0.5218
O -5.3323 -3.6671 -1.0257
C -4.0599 -1.7107 -1.1278
C -3.4787 -1.9358 -2.3867
Cl -3.7822 -3.1422 -3.5158
N -2.5468 -0.9848 -2.6032
N -2.4758 -0.1552 -1.5419
C -3.3852 -0.5861 -0.6640
C -3.4156 0.1342 0.6386
O -4.2548 -0.0095 1.4797
O -2.3540 0.9497 0.7866
C -1.7491 -0.7375 -3.7702
C -0.3687 -0.6265 -3.6494
C 0.3869 -0.3737 -4.7841
C -0.2359 -0.2435 -6.0177
C -1.6165 -0.3426 -6.1181
C -2.3862 -0.5831 -4.9910
H -5.3652 -1.3549 0.9343
H 0.1471 -0.7118 -2.6928
H 1.4619 -0.2917 -4.7061
H 0.3547 -0.0569 -6.9033
H -2.0990 -0.2266 -7.0783
H -3.4622 -0.6461 -5.0659
N 2.4052 -3.2880 5.4893
C 2.1091 -2.8670 4.2537
C 2.8989 -3.2525 3.1473
C 2.5887 -2.8217 1.8857
C 1.4809 -1.9799 1.6797
C 0.6844 -1.5971 2.7687
C 0.9902 -2.0268 4.0302
S 1.1273 -1.4776 0.1003
O -0.3709 -1.3617 -0.0714
O 1.8686 -2.2357 -0.8496
N 1.3150 0.1358 -0.1108
C 2.4648 0.8200 -0.1365
S 3.9525 0.2299 -0.7131
C 4.6511 1.7932 -0.5275
C 3.7676 2.6807 -0.0583
N 2.5131 2.1222 0.2158
H 3.1616 -3.9291 5.6534
H 1.8148 -3.0650 6.2710
H 3.7426 -3.9127 3.2952
H 3.1853 -3.1515 1.0478
H -0.1967 -0.9811 2.6278
H 0.3585 -1.7451 4.8617
H 5.6751 1.9824 -0.8036
H 3.9398 3.7311 0.0798
*
```

The relative energy (zero: lowest compared OMol25 entry of this formula, charge and spin) comes out at 0.0000 eV. The calculation puts the orbital gap at 7.36 eV. Its LUMO energy is -6.5 eV. The value obtained for the largest force on an atom is 0.72 eV/Å.

These are the Löwdin partial charges, in e, on atoms 1 to 6: number 1, Hf, carries 1.360; number 2, O, carries 0.153; number 3, C, carries -0.269; number 4, C, carries 0.057; number 5, C, carries -0.086; number 6, N, carries -0.026

=====

(2)
DFT (ωB97M-V/def2-TZVPD) results for C4H6O2 as an isolated structure.

The geometry in ORCA input format:
```
! RIJCOSX wB97M-V def2-TZVPD def2/J DEFGRID3
* xyz 0 1
O 2.3841 -0.4308 -0.5511
C 1.8580 0.1718 0.3573
C 0.3577 0.4500 0.2590
C -0.3573 -0.5146 -0.6575
C -1.5807 -0.0801 0.1244
O -0.6980 0.2237 1.2487
H 2.4827 0.6434 1.1362
H 0.2908 1.5213 0.0053
H -0.0911 -1.4928 -0.2504
H -0.2450 -0.5056 -1.7375
H -2.3521 -0.8308 0.3135
H -2.0491 0.8444 -0.2480
*
```

The relative energy (zero: lowest compared OMol25 entry of this formula, charge and spin) comes out at 2.4824 eV. The calculation puts the orbital gap at 10.69 eV. Its LUMO energy is 0.7 eV. The value obtained for the largest force on an atom is 0.72 eV/Å.

These are the Löwdin partial charges, in e, on atoms 1 to 6: number 1, O, carries 0.063; number 2, C, carries -0.174; number 3, C, carries -0.287; number 4, C, carries -0.109; number 5, C, carries -0.168; number 6, O, carries -0.086

=====

(3)
DFT (ωB97M-V/def2-TZVPD) results for a 6-piece molecular cluster, C30H60N2O22P overall at a distorted geometry.

The geometry in ORCA input format:
```
! RIJCOSX wB97M-V def2-TZVPD def2/J DEFGRID3
* xyz -1 1
C -0.4636 -5.1458 1.2580
C -1.1071 -4.0139 0.2437
O -1.2464 -2.6655 0.8876
C -2.3326 -1.9121 0.2312
C -2.2019 -0.2606 0.4342
C -2.3991 0.3991 -1.0522
C -1.0080 0.8439 -1.8062
C 0.3321 0.0265 -1.3117
N 1.5202 0.1188 -2.2308
C 2.1923 1.4683 -2.2247
O 2.8596 1.8100 -0.9292
C 3.0562 3.2743 -0.9624
O 3.7842 3.8247 0.1910
C 4.8956 2.9579 0.6184
C 4.3711 2.1191 1.9495
O 4.8533 0.7304 1.8211
C 1.2753 -0.4306 -3.6156
C 0.9597 0.7694 -4.6940
C 0.2661 0.2863 -6.0956
O 0.6232 -0.7501 -6.8565
P 3.0039 -1.1485 -4.1661
N 2.8989 -2.2126 -5.3784
C 0.2373 -1.7037 -3.6777
O -1.0909 -1.6260 -3.9039
O 0.7364 -3.0920 -3.3992
H -0.6259 -4.7781 2.3584
H 0.6969 -5.3056 1.0934
H -0.9683 -6.2123 1.1213
H -2.1297 -4.4422 -0.1337
H -0.3921 -3.9432 -0.7037
H -2.3317 -2.2356 -0.8999
H -3.3568 -2.3072 0.6873
H -1.2296 0.0598 1.0007
H -3.1414 0.0392 1.1003
H -3.0776 1.3485 -0.9432
H -2.9602 -0.3427 -1.7934
H -1.2166 0.8007 -2.9559
H -0.8226 1.9829 -1.5004
H 0.6618 0.5589 -0.2938
H 0.0596 -1.0858 -0.9726
H 3.0595 1.5664 -3.0395
H 1.3417 2.2796 -2.3803
H 3.5965 3.5271 -1.9730
H 1.9907 3.8126 -0.9659
H 5.3446 2.2778 -0.2234
H 5.7440 3.6917 1.0270
H 3.1869 2.0890 1.8716
H 4.6870 2.6433 2.9635
H 4.4467 0.4126 0.9404
H 1.9977 1.2755 -4.9978
H 0.3027 1.6510 -4.2649
H -0.6345 0.9531 -6.5073
H 3.6366 -1.6856 -2.9769
H 3.7498 -0.0090 -4.6706
H 3.4236 -1.8417 -6.2151
C -7.2684 -4.9687 1.6144
O -7.9992 -4.1210 2.4985
C -7.3836 -2.9451 2.7804
O -6.3003 -2.5815 2.3502
O -8.1822 -2.2438 3.6243
C -7.6576 -0.9748 4.0097
H -7.8533 -5.8793 1.4587
H -7.1241 -4.4822 0.6444
H -6.3063 -5.2487 2.0555
H -7.5289 -0.3285 3.1354
H -6.7111 -1.0951 4.5465
H -8.3775 -0.5022 4.6836
C 7.6053 -0.5828 -0.8464
O 8.5121 -1.2242 -1.7410
C 8.0068 -1.4522 -2.9796
O 6.8843 -1.1601 -3.3612
O 8.9669 -2.0617 -3.7201
C 8.5728 -2.3646 -5.0569
H 8.1137 -0.4501 0.1126
H 7.3224 0.4046 -1.2255
H 6.7192 -1.2046 -0.6831
H 8.3287 -1.4485 -5.6044
H 7.7254 -3.0578 -5.0621
H 9.4164 -2.8490 -5.5563
C -7.7282 0.3781 -5.4154
O -7.1833 -0.6321 -4.5688
C -5.9323 -1.0318 -4.9104
O -5.2742 -0.6065 -5.8468
O -5.5405 -1.9868 -4.0295
C -4.2330 -2.5042 -4.2682
H -8.7298 0.6212 -5.0502
H -7.1176 1.2859 -5.3755
H -7.8158 0.0139 -6.4441
H -3.4826 -1.7116 -4.1823
H -4.1809 -2.9837 -5.2510
H -4.0241 -3.2594 -3.5055
C -7.1383 4.4064 4.3896
O -7.1521 4.5714 5.8061
C -7.0958 3.4090 6.5041
O -7.0371 2.2873 6.0255
O -7.1162 3.7112 7.8269
C -7.0620 2.5762 8.6889
H -7.1868 5.3989 3.9331
H -6.2103 3.9238 4.0661
H -8.0101 3.8326 4.0592
H -6.1310 2.0204 8.5374
H -7.9308 1.9292 8.5305
H -7.0841 2.9349 9.7216
C 9.5790 4.5411 5.8465
O 9.3846 3.1462 5.6217
C 8.1488 2.8213 5.1649
O 7.2372 3.6031 4.9444
O 8.1030 1.4755 4.9962
C 6.8522 0.9866 4.5159
H 10.6001 4.6859 6.2098
H 9.4626 5.1024 4.9137
H 8.8864 4.9093 6.6103
H 6.6269 1.4057 3.5299
H 6.0506 1.2126 5.2265
H 6.9291 -0.0998 4.4182
*
```

The calculation puts the orbital gap at 6.47 eV. Its LUMO energy is 1.8 eV. The value obtained for the largest force on an atom is 8.25 eV/Å.

These are the Löwdin partial charges, in e, on atoms 1 to 6: number 1, C, carries -0.118; number 2, C, carries -0.236; number 3, O, carries -0.243; number 4, C, carries -0.210; number 5, C, carries -0.154; number 6, C, carries -0.204

=====

(4)
DFT (ωB97M-V/def2-TZVPD) results for C40H43N4O3SV as an isolated structure at a distorted geometry.

The geometry in ORCA input format:
```
! RIJCOSX wB97M-V def2-TZVPD def2/J DEFGRID3
* xyz 3 2
V -0.4030 0.1515 0.1158
C -1.0123 3.9247 1.6563
C -2.2171 3.0657 1.9076
C -3.4667 3.6592 2.0446
C -4.5949 2.8998 2.3064
C -4.4912 1.5287 2.4592
C -3.2675 0.8791 2.3283
C -3.2094 -0.6152 2.4790
C -2.1495 1.6759 2.0449
N -0.9063 0.9581 1.8432
C -0.0808 0.6968 2.7957
C -0.1614 1.2275 4.1742
C 0.9341 -0.3613 2.4469
C 1.9315 -0.8175 3.4379
N 0.7646 -0.8826 1.2800
C 1.4956 -2.0189 0.7658
C 2.7796 -1.8570 0.2331
C 3.5595 -0.5756 0.3064
C 3.3700 -2.9841 -0.3277
C 2.7213 -4.2091 -0.3250
C 1.4643 -4.3369 0.2415
C 0.8119 -3.2398 0.7903
C -0.5464 -3.3989 1.4159
H -1.1884 4.9298 2.0348
H -0.8045 4.0092 0.5853
H -0.1251 3.5321 2.1527
H -3.5499 4.7349 1.9577
H -5.5572 3.3822 2.4100
H -5.3716 0.9434 2.6907
H -3.4116 -1.1111 1.5268
H -3.9684 -0.9465 3.1849
H -2.2481 -0.9787 2.8490
H -0.8245 2.0878 4.2276
H 0.8292 1.4778 4.5508
H -0.5607 0.4482 4.8338
H 1.4082 -1.3286 4.2544
H 2.4477 0.0309 3.8861
H 2.6439 -1.5089 2.9952
H 2.9429 0.2900 0.5295
H 4.0763 -0.3917 -0.6358
H 4.3275 -0.6422 1.0815
H 4.3611 -2.9002 -0.7550
H 3.2043 -5.0737 -0.7597
H 0.9727 -5.3008 0.2555
H -1.1054 -4.1882 0.9176
H -1.1532 -2.4914 1.3785
H -0.4542 -3.6917 2.4649
O -0.1241 -0.8804 -1.8883
C -1.2268 -1.6934 -2.3685
C -2.2011 -1.6956 -1.2003
O -3.1206 -2.3423 -0.9012
O -1.8452 -0.5821 -0.2872
C -1.9515 -0.9877 -3.5089
C -2.6671 -1.7512 -4.4283
C -3.3801 -1.1242 -5.4367
C -3.3834 0.2605 -5.5334
C -2.6840 1.0237 -4.6086
C -1.9774 0.4037 -3.5910
C -0.7027 -3.0725 -2.7167
C 0.1935 -3.1479 -3.7846
C 0.7618 -4.3595 -4.1348
C 0.4063 -5.5151 -3.4481
C -0.5049 -5.4467 -2.4071
C -1.0518 -4.2259 -2.0298
H 0.4736 -0.7108 -2.6310
H -2.6619 -2.8314 -4.3651
H -3.9308 -1.7203 -6.1509
H -3.9288 0.7446 -6.3318
H -2.6926 2.1027 -4.6802
H -1.4375 1.0155 -2.8781
H 0.4230 -2.2652 -4.3739
H 1.4602 -4.4091 -4.9589
H 0.8234 -6.4686 -3.7420
H -0.8075 -6.3488 -1.8922
H -1.7792 -4.2043 -1.2299
C 3.3572 6.0110 -0.9690
C 2.9697 4.8111 -0.1871
C 3.4056 4.5074 1.0839
C 2.9541 3.3429 1.6992
N 2.0999 2.4957 1.0817
C 1.6947 2.7995 -0.1269
S 0.6809 1.7605 -1.1049
N 2.1126 3.9274 -0.7544
C 3.3822 2.9829 3.0764
H 4.1481 6.5592 -0.4653
H 2.4949 6.6730 -1.0835
H 3.7020 5.7283 -1.9653
H 4.0969 5.1678 1.5865
H 1.7768 4.1093 -1.6958
H 4.2626 3.5389 3.3881
H 3.5893 1.9148 3.1340
H 2.5728 3.2203 3.7732
*
```

The relative energy (zero: lowest compared OMol25 entry of this formula, charge and spin) comes out at 0.0000 eV. The calculation puts the orbital gap (spin up / spin down) at 5.34 / 5.48 eV. As for the expectation value of S²: 0.77. Its LUMO energy (spin up / spin down) is -10.6 / -10.4 eV. The value obtained for the largest force on an atom is 1.49 eV/Å.

These are the Löwdin partial charges, in e, on atoms 1 to 6: number 1, V, carries 0.901; number 2, C, carries -0.025; number 3, C, carries -0.204; number 4, C, carries -0.010; number 5, C, carries -0.017; number 6, C, carries -0.002